Entry 1:
This record from the Open Molecules 2025 dataset describes a molecular structure, C23H38FKLiMgNO8PS2. The level of theory is wB97M-V/def2-TZVPD.

XYZ file:
```
77
Properties=species:S:1:pos:R:3:forces:R:3
C 4.420 -1.253 1.304 -0.009 0.026 -0.108
C 3.071 -0.903 1.954 0.294 -0.504 0.071
C 1.851 -1.643 1.371 -0.278 0.047 0.301
C 0.782 -0.731 0.738 0.018 0.504 -0.127
N 0.599 -0.842 -0.719 0.164 -0.308 -0.793
C 0.218 -2.168 -1.198 -0.371 0.122 -0.121
C -0.819 -2.120 -2.327 0.093 -0.589 -0.194
C -2.299 -2.241 -1.916 0.508 0.948 -0.093
C -2.577 -1.385 -0.651 0.051 0.089 -0.412
C -4.019 -1.154 -0.358 0.592 0.328 -0.363
C -4.853 -2.122 -0.045 -0.629 0.107 -0.098
F -4.468 -3.405 0.007 0.378 -0.216 0.195
C -6.292 -1.894 0.246 0.189 0.440 -0.300
O -6.972 -2.772 0.694 -0.442 -0.744 0.299
C -6.788 -0.562 -0.058 -0.308 0.221 -0.139
C -5.990 0.463 -0.388 -0.107 -0.152 0.106
O -6.515 1.632 -0.730 -0.137 0.224 -0.123
C -5.945 2.872 -0.250 0.252 0.367 0.209
C -5.164 3.629 -1.314 -0.035 -0.284 -0.278
C -4.507 0.253 -0.432 -0.519 -0.499 0.361
O -3.715 1.149 -0.501 0.460 0.657 -0.237
C 1.674 -0.316 -1.458 0.099 -0.041 0.282
S 2.905 -1.260 -1.960 0.478 0.244 -0.480
S 1.573 1.414 -1.810 -0.404 0.079 0.545
C 2.877 2.090 -0.731 0.592 -0.014 -0.216
C 4.287 2.045 -1.299 0.059 0.387 0.018
C 4.456 2.845 -2.590 -0.070 -0.166 0.005
H 4.870 -0.399 0.799 0.011 0.060 -0.084
H 4.313 -2.051 0.570 -0.006 -0.026 -0.057
H 5.137 -1.606 2.042 0.039 0.046 0.052
H 3.151 -1.184 3.004 -0.099 0.109 0.086
H 2.896 0.167 1.952 -0.018 0.207 0.006
H 2.170 -2.431 0.685 -0.044 0.063 -0.115
H 1.357 -2.154 2.200 -0.007 -0.142 0.003
H 1.027 0.312 0.936 -0.036 0.095 0.071
H -0.197 -0.886 1.201 -0.097 -0.060 -0.047
H 1.052 -2.762 -1.531 0.292 -0.080 0.101
H -0.166 -2.708 -0.360 1.101 0.283 -0.075
H -0.605 -2.973 -2.972 0.023 0.080 -0.201
H -0.653 -1.221 -2.917 -0.049 0.119 0.022
H -2.560 -3.298 -1.835 -0.321 0.031 0.068
H -2.901 -1.847 -2.733 -0.170 -0.082 0.013
H -1.994 -0.474 -0.754 -0.344 0.337 0.047
H -2.176 -1.901 0.214 -0.960 4.176 -0.916
H -7.860 -0.432 -0.016 -0.020 0.065 0.113
H -5.327 2.667 0.620 -0.011 -0.057 0.061
H -6.794 3.463 0.080 -0.168 -0.142 0.011
H -4.119 3.743 -1.044 0.035 0.078 0.059
H -5.606 4.600 -1.518 0.020 0.095 0.046
H -5.190 3.060 -2.242 -0.010 0.018 -0.062
H 2.579 3.123 -0.556 -0.155 0.030 -0.059
H 2.827 1.583 0.226 -0.102 -0.038 0.139
H 4.613 1.015 -1.428 -0.063 -0.089 -0.011
H 4.929 2.498 -0.539 0.107 -0.196 0.096
H 5.263 2.439 -3.195 0.100 0.084 -0.015
H 3.553 2.809 -3.198 -0.040 -0.030 -0.070
H 4.676 3.889 -2.376 -0.018 0.064 -0.034
O 2.390 -7.128 -1.674 0.524 -0.495 0.663
P 2.502 -5.615 -1.504 -0.798 1.404 -0.877
O 1.125 -5.115 -1.094 -0.014 0.194 -0.150
O 3.139 -4.927 -2.687 -0.027 0.616 -0.161
O 3.368 -5.635 -0.245 0.250 -0.826 0.089
Li 3.708 -3.482 -3.715 -0.363 -0.675 0.632
Mg 6.558 -3.153 -2.986 0.083 0.012 0.025
C 0.773 4.370 2.818 0.033 -0.035 -0.142
C 1.007 2.913 3.185 0.068 0.239 0.213
C 0.876 2.685 4.682 0.027 -0.144 -0.027
O 2.293 2.483 2.726 -0.085 -0.109 -0.142
H 1.516 5.005 3.307 -0.029 0.007 0.053
H 0.867 4.515 1.741 -0.021 -0.010 -0.009
H -0.218 4.702 3.127 -0.004 0.004 0.022
H 0.288 2.284 2.654 0.044 -0.039 -0.046
H 1.621 3.276 5.220 -0.031 0.052 0.005
H 1.044 1.636 4.927 -0.012 -0.009 -0.006
H -0.112 2.973 5.041 -0.003 0.024 0.002
H 2.960 3.017 3.174 0.003 -0.012 0.006
K -1.756 -3.470 0.411 0.448 -6.570 2.294
```
Positions in Å, forces in eV/Å.

Output
* total charge: +1
* frontier orbital gap: 3.486 eV
* 2S+1: 1
* HOMO: -9.892 eV

***

Entry 2:
This record from the Open Molecules 2025 dataset describes 2 unconnected molecules or ions with the total composition H4NOPS2. The level of theory is wB97M-V/def2-TZVPD.

XYZ file:
```
9
Properties=species:S:1:pos:R:3:forces:R:3
N -0.593 0.211 -0.874 -0.872 -0.022 0.535
O -2.001 1.479 0.760 -0.484 -0.411 -0.011
P -1.953 0.154 -0.124 -0.008 -0.130 -0.051
S -3.500 -0.988 0.031 1.128 0.797 -0.138
S 2.968 -1.302 0.233 -0.258 -0.428 -0.104
H -0.410 -0.568 -1.482 0.085 -0.333 -0.281
H -1.205 2.000 0.604 0.194 0.090 -0.042
H 4.181 -0.930 0.615 0.346 0.112 0.103
H 2.513 -0.056 0.237 -0.131 0.326 -0.011
```
Positions in Å, forces in eV/Å.

Output
* total charge: 0
* frontier orbital gap: 9.891 eV
* 2S+1: 1
* HOMO: -9.799 eV

***

Entry 3:
This record from the Open Molecules 2025 dataset describes 2 unconnected molecules or ions with the total composition C2H6N4O. The level of theory is wB97M-V/def2-TZVPD.

XYZ file:
```
13
Properties=species:S:1:pos:R:3:forces:R:3
C -0.869 -0.214 -2.856 2.908 0.921 -0.254
C 0.024 -0.453 2.192 0.639 1.419 0.427
N 1.128 1.472 0.939 2.180 2.556 -0.965
N 0.908 0.385 0.326 -1.676 -0.857 2.429
N -1.875 -0.772 -3.098 0.067 0.932 -2.097
N 0.336 -0.632 0.837 0.173 -0.513 -1.939
O 0.185 0.308 -2.832 -0.642 0.005 0.482
H -0.961 0.124 2.209 1.258 -0.541 0.681
H -0.016 -1.447 2.592 -0.505 -0.241 0.653
H 0.911 0.147 2.591 -1.507 -0.549 0.441
H 1.765 2.071 0.297 -1.569 -1.177 1.162
H 0.930 0.288 -0.632 0.995 -0.067 -3.020
H -2.464 -1.275 -2.566 -2.319 -1.887 2.001
```
Positions in Å, forces in eV/Å.

Output
* total charge: 0
* frontier orbital gap: 9.276 eV
* 2S+1: 1
* HOMO: -8.670 eV

***

Entry 4:
This record from the Open Molecules 2025 dataset describes 10 unconnected molecules or ions with the total composition C5H31N2O10. The level of theory is wB97M-V/def2-TZVPD.

XYZ file:
```
48
Properties=species:S:1:pos:R:3:forces:R:3
N -0.764 -0.307 0.456 -3.695 3.758 4.371
C 0.322 0.681 0.476 -2.497 4.076 0.339
C 1.044 0.704 -0.820 3.734 -0.246 -0.783
C 0.135 1.273 -1.839 -1.565 1.225 -0.412
C 0.389 0.902 -3.286 -4.083 0.049 0.182
C 1.117 0.485 1.738 2.273 0.941 0.076
N 2.169 1.286 2.121 -1.082 -0.166 -1.528
O 0.910 -0.575 2.373 0.197 0.435 0.032
H -0.421 -1.076 0.039 1.048 -4.446 -1.609
H -1.094 -0.469 1.547 0.670 0.097 -3.739
H -1.596 0.121 -0.093 1.253 -0.823 0.930
H -0.330 1.751 0.473 2.240 -2.513 0.656
H 1.488 -0.343 -1.151 -0.736 2.092 0.850
H 1.868 1.507 -0.772 -0.438 -1.773 0.342
H -0.850 1.236 -1.412 -1.236 -1.680 -0.989
H -0.008 2.343 -1.709 1.561 0.909 -0.264
H 0.960 1.609 -3.803 1.314 0.634 -0.675
H -0.607 0.858 -3.842 1.035 0.561 0.679
H 0.641 -0.107 -3.381 1.345 -1.454 -0.160
H 2.867 0.839 2.714 0.036 0.191 0.001
H 2.546 2.077 1.527 -0.734 -1.461 0.683
H 2.338 -1.406 3.229 0.311 0.293 1.541
H 2.087 -2.317 2.191 0.549 -0.807 -0.346
O 2.864 -1.946 2.641 -0.986 -0.095 -0.524
H -3.417 1.743 0.008 -1.074 0.090 -0.151
H -2.485 2.434 1.083 -0.285 -1.363 -2.219
O -2.507 1.867 0.231 1.138 1.203 2.264
H -0.197 -3.625 -0.497 -1.229 -2.595 -4.150
H 0.996 -3.613 0.519 -1.125 -0.171 -0.892
O 0.146 -3.224 0.221 2.310 2.861 4.675
H -2.261 -3.835 0.200 -1.898 -0.290 -0.324
H -3.730 -3.338 0.056 -1.908 2.293 1.139
O -3.164 -4.003 -0.203 3.824 -1.899 -0.636
H -1.894 -1.193 -2.855 0.264 -0.230 0.051
H -2.957 -0.106 -2.743 0.745 -0.627 0.821
O -2.319 -0.638 -2.199 -1.174 1.031 -0.526
H -0.214 1.689 3.617 2.210 -0.735 4.285
H -0.982 2.846 2.960 0.768 -2.156 -0.075
O -0.685 1.873 2.884 -3.107 3.014 -3.809
H 4.291 -1.209 1.401 -0.270 1.572 -0.643
H 4.906 -0.183 0.394 -0.907 0.005 0.688
O 4.129 -0.308 0.994 1.294 -1.320 -0.200
H -0.366 5.199 0.524 1.256 -0.026 0.335
H 0.694 4.003 1.106 0.976 1.320 0.050
O -0.144 4.301 0.797 -2.301 -1.380 -0.267
H -2.312 -3.326 -1.934 -2.239 0.258 1.427
H -1.893 -3.025 -3.359 -1.763 2.688 -5.138
O -1.711 -3.454 -2.621 3.984 -3.340 3.640
```
Positions in Å, forces in eV/Å.

Output
* total charge: +2
* frontier orbital gap (spin up / spin down): 9.674 / 4.133 eV
* 2S+1: 2
* expectation value of S²: 0.7686
* HOMO (spin up / spin down): -16.601 / -16.598 eV

***

Entry 5:
This record from the Open Molecules 2025 dataset describes C3H7N3OS in the gas phase. The level of theory is wB97M-V/def2-TZVPD.

XYZ file:
```
15
Properties=species:S:1:pos:R:3:forces:R:3
C -0.110 1.149 0.753 0.132 -0.680 -0.642
C 0.946 -3.525 0.588 -0.556 -0.762 -3.831
C -0.031 3.216 -0.514 -0.139 0.800 3.590
N -0.107 -0.216 0.482 -1.794 2.243 0.139
N 0.801 -2.137 0.611 0.632 -1.807 0.988
N -0.034 1.815 -0.451 0.748 0.316 3.635
O -0.083 1.630 1.862 -0.034 0.935 0.533
S -0.144 -1.373 1.516 0.582 1.418 -1.790
H 0.268 -4.130 1.120 -0.802 -0.714 1.031
H 0.789 -3.795 -0.574 0.581 0.174 2.466
H 1.953 -3.678 0.837 1.484 -0.967 0.238
H 0.406 3.629 -1.369 0.582 0.280 -1.472
H -1.110 3.485 -0.433 0.959 0.994 0.254
H 0.666 3.521 0.409 -2.037 -0.006 -1.844
H -0.133 1.261 -1.199 -0.338 -2.222 -3.294
```
Positions in Å, forces in eV/Å.

Output
* total charge: 0
* frontier orbital gap (spin up / spin down): 7.964 / 7.959 eV
* 2S+1: 1
* HOMO (spin up / spin down): -8.987 / -8.987 eV

***

DFT total energy: -97978.451, -34562.340, -10176.035, -29122.346, -20574.066 (eV)
Relative energy (zero: lowest compared OMol25 entry of this formula, charge and spin): 0.00, 139.89, 388.53, 379.07, 397.35 (kJ/mol)